Computed, not measured: 2 unconnected molecules or ions with the total composition C7H10O3 at a distorted geometry, with ωB97M-V/def2-TZVPD.

The geometry in XYZ format:
```
20
C7H10O3 ωB97M-V/def2-TZVPD
O 3.76 -1.03 -0.74
C 2.72 -0.55 -0.29
C 1.84 0.45 -1.01
C 0.92 0.95 0.03
C 1.06 0.29 1.17
C 2.05 -0.84 1.03
H 2.50 1.21 -1.45
H 1.24 0.02 -1.84
H 0.23 1.76 -0.17
H 0.52 0.50 2.08
H 1.53 -1.81 0.94
H 2.78 -0.92 1.85
C -2.73 1.00 0.05
O -2.08 0.01 -0.75
C -2.47 -1.26 -0.57
O -3.33 -1.63 0.18
H -2.42 0.91 1.10
H -2.44 1.95 -0.39
H -3.81 0.91 0.00
H -1.86 -1.92 -1.22
```

Values from the calculation:
**LUMO**: 0.0248 hartree
**Electronic energy**: -498.4147 hartree
**Relative energy (zero: lowest compared OMol25 entry of this formula, charge and spin)**: 17.5 kcal per mole
**Kohn-Sham gap**: 10.28 eV
**SMILES**: O=C1CC=CC1.COC=O
**F_max**: 2.46 eV/A

***

Computed, not measured: a molecular structure, ArH22O11 at a distorted geometry, with ωB97M-V/def2-TZVPD.

The geometry in XYZ format:
```
34
ArH22O11 ωB97M-V/def2-TZVPD
Ar 0.58 0.67 -0.48
O 2.05 -2.78 -2.16
H 1.39 -2.39 -2.72
H 2.85 -2.27 -2.32
O -2.18 3.72 -1.09
H -2.35 4.21 -0.29
H -2.13 2.80 -0.80
O -1.37 2.16 3.58
H -2.12 2.58 3.18
H -1.08 1.51 2.94
O 1.07 -3.18 0.36
H 1.11 -2.22 0.44
H 1.47 -3.36 -0.50
O -0.04 -2.18 -3.81
H 0.13 -2.43 -4.72
H -0.18 -1.24 -3.85
O -1.63 -1.29 0.66
H -2.11 -2.03 1.03
H -1.03 -1.02 1.36
O 0.13 -0.34 2.40
H 0.65 0.47 2.42
H 0.01 -0.56 3.32
O 1.66 2.17 2.26
H 2.39 2.34 1.66
H 1.02 2.85 2.04
O -2.51 1.16 -0.05
H -2.00 0.36 0.13
H -3.07 0.92 -0.78
O 3.96 2.48 0.81
H 4.08 1.53 0.77
H 4.09 2.78 -0.09
O -1.96 -2.63 -1.97
H -1.64 -2.23 -1.16
H -1.21 -2.57 -2.57
```

Values from the calculation:
**LUMO**: -0.0073 hartree
**Electronic energy**: -1368.3503 hartree
**Relative energy (zero: lowest compared OMol25 entry of this formula, charge and spin)**: 14.2 kcal per mole
**Kohn-Sham gap**: 10.28 eV
**F_max**: 1.14 eV/A

***

Computed, not measured: 5 unconnected molecules or ions with the total composition C3H13NO4 at a distorted geometry, with ωB97M-V/def2-TZVPD.

The geometry in XYZ format:
```
21
C3H13NO4 ωB97M-V/def2-TZVPD
C -1.38 -2.39 0.56
C -1.41 -1.39 -0.30
N -1.69 -0.05 0.06
C -2.87 0.35 0.29
H -1.76 -2.33 1.57
H -1.04 -3.38 0.29
H -0.98 -1.44 -1.29
H -2.96 1.43 0.40
H -3.71 -0.33 0.37
O 1.96 0.42 -2.53
H 2.29 0.30 -1.62
H 2.59 -0.05 -3.09
O 0.18 2.51 -0.46
H 0.25 2.32 -1.41
H -0.54 1.91 -0.17
O 1.54 -0.48 2.60
H 2.04 -0.13 1.85
H 0.98 -1.17 2.22
O 2.28 0.89 0.21
H 2.83 1.69 0.27
H 1.40 1.33 0.18
```

Values from the calculation:
**LUMO**: 0.0238 hartree
**Electronic energy**: -477.7737 hartree
**Relative energy (zero: lowest compared OMol25 entry of this formula, charge and spin)**: 52.6 kcal per mole
**Kohn-Sham gap**: 10.35 eV
**SMILES**: C=CN=C.O.O.O.O
**F_max**: 1.03 eV/A

***

Computed, not measured: a single C4H7NO molecule at a distorted geometry, with ωB97M-V/def2-TZVPD.

The geometry in XYZ format:
```
13
C4H7NO ωB97M-V/def2-TZVPD
O 1.16 -1.37 1.42
C 0.04 -1.01 1.68
C -0.70 0.01 0.86
C 0.24 0.69 -0.11
C 0.36 0.03 -1.51
N -0.40 1.21 -1.28
H -0.51 -1.44 2.54
H -1.25 0.69 1.54
H -1.49 -0.51 0.29
H 1.29 0.42 -0.09
H -0.07 -0.95 -1.60
H 1.31 0.19 -2.05
H 0.03 2.03 -1.68
```

Values from the calculation:
**LUMO**: 0.0407 hartree
**Electronic energy**: -286.5020 hartree
**Relative energy (zero: lowest compared OMol25 entry of this formula, charge and spin)**: 81.3 kcal per mole
**Kohn-Sham gap**: 10.45 eV
**SMILES**: O=CC[C@H]1CN1
**F_max**: 2.61 eV/A

***

Computed, not measured: a molecular structure, C31H48AuF2N3OP, with ωB97M-V/def2-TZVPD.

The geometry in XYZ format:
```
87
C31H48AuF2N3OP ωB97M-V/def2-TZVPD
Au 0.28 -0.23 1.07
F 5.49 -0.63 0.29
C 4.45 -0.98 1.03
C 3.20 -0.46 0.68
C 2.15 -0.83 1.48
C 2.24 -1.73 2.53
C 3.53 -2.18 2.85
F 3.69 -3.04 3.85
C 4.64 -1.81 2.12
C 0.98 -2.24 3.05
C 0.80 -3.16 4.08
C -0.48 -3.57 4.39
C -1.57 -3.08 3.68
C -1.34 -2.17 2.67
N -0.10 -1.77 2.37
H 3.11 0.21 -0.16
H 5.62 -2.19 2.36
H 1.65 -3.53 4.61
H -0.64 -4.29 5.19
H -2.58 -3.39 3.90
H -2.15 -1.75 2.09
N -4.29 -0.47 -2.47
C -3.72 0.23 -1.26
C -2.36 -0.33 -0.87
N -1.76 0.40 0.26
H -5.22 -0.11 -2.70
H -4.39 -1.48 -2.32
H -3.70 -0.35 -3.30
H -4.46 0.12 -0.47
H -3.66 1.29 -1.52
H -1.67 -0.26 -1.71
H -2.44 -1.39 -0.60
H -2.42 0.49 1.03
H -1.48 1.35 0.01
O 0.55 1.70 0.52
P 1.44 2.95 0.96
C 0.41 4.35 0.44
C 1.08 5.73 0.55
C 0.11 6.79 0.04
C -0.18 6.63 -1.46
C 0.18 5.23 -1.96
C -0.25 4.15 -0.97
C 3.06 2.86 0.19
C 4.05 4.03 0.51
C 4.70 4.59 -0.75
C 5.33 3.48 -1.59
C 4.32 2.36 -1.93
C 2.94 2.61 -1.33
C 1.58 2.86 2.77
C 0.23 2.50 3.42
C 0.34 2.59 4.94
C 0.60 4.04 5.39
C 1.20 4.88 4.27
C 2.24 4.07 3.49
H -0.39 4.32 1.19
H 2.00 5.77 -0.04
H 1.35 5.93 1.59
H 0.51 7.78 0.25
H -0.82 6.72 0.63
H 0.39 7.36 -2.03
H -1.23 6.83 -1.66
H 1.25 5.16 -2.14
H -0.30 5.04 -2.92
H -0.04 3.16 -1.37
H -1.33 4.21 -0.84
H 3.47 1.95 0.63
H 4.82 3.65 1.18
H 3.56 4.84 1.05
H 5.45 5.32 -0.47
H 3.96 5.13 -1.35
H 6.17 3.06 -1.03
H 5.75 3.90 -2.50
H 4.70 1.40 -1.58
H 4.22 2.26 -3.01
H 2.29 1.75 -1.52
H 2.47 3.46 -1.81
H 2.24 1.99 2.90
H -0.09 1.50 3.12
H -0.56 3.18 3.08
H 1.15 1.93 5.27
H -0.58 2.21 5.40
H 1.28 4.04 6.24
H -0.32 4.50 5.74
H 1.67 5.78 4.68
H 0.42 5.24 3.59
H 2.98 3.68 4.19
H 2.79 4.70 2.81
```

Values from the calculation:
**LUMO**: -0.3441 hartree
**Electronic energy**: -2125.4382 hartree
**Relative energy (zero: lowest compared OMol25 entry of this formula, charge and spin)**: 0.0 kcal per mole
**Kohn-Sham gap**: 7.35 eV
**F_max**: 0.91 eV/A
**Charge**: +3

***

Computed, not measured: 2 unconnected molecules or ions with the total composition C5H15N2 at a distorted geometry, with ωB97M-V/def2-TZVPD.

The geometry in XYZ format:
```
22
C5H15N2 ωB97M-V/def2-TZVPD
C 2.53 -0.57 -0.79
N 1.63 -0.71 -1.95
C -3.05 -0.16 -0.19
C -2.62 -0.62 1.25
C 1.60 -0.52 0.44
N 0.51 0.35 0.18
C 0.98 1.75 0.48
H 3.24 -1.37 -0.84
H 2.91 0.45 -0.77
H -3.63 0.79 -0.15
H -3.71 -0.94 -0.63
H -2.22 0.08 -0.87
H -3.48 -1.13 1.69
H -2.44 0.20 1.94
H -1.70 -1.28 1.28
H 2.13 -0.43 1.43
H 1.18 -1.55 0.46
H 2.06 -0.43 -2.83
H 0.72 -0.33 -1.80
H 1.33 2.28 -0.42
H 1.83 1.79 1.16
H 0.20 2.35 0.92
```

Values from the calculation:
**LUMO**: -0.3131 hartree
**Electronic energy**: -308.5725 hartree
**Relative energy (zero: lowest compared OMol25 entry of this formula, charge and spin)**: 138.1 kcal per mole
**Kohn-Sham gap**: 6.11 eV
**F_max**: 3.87 eV/A
**Charge**: +1